# 1
DFT (ωB97M-V/def2-TZVPD) results for a 2-piece molecular cluster, C3H7NO overall.

Summary:
structure (SMILES)	CN=C=O.C

CARTESIAN COORDINATES (ANGSTROEM)
C  -1.8600  -0.0274  0.0849
N  -1.1442  -0.0654  -1.1605
C  -0.0971  -0.4439  -1.6095
O  0.8913  -0.7715  -2.1604
H  -1.7935  -0.9854  0.6104
H  -2.9112  0.1889  -0.1160
H  -1.4601  0.7601  0.7317
C  1.7027  0.2938  1.2319
H  1.7862  -0.2241  0.2732
H  1.3902  1.3279  1.0641
H  2.6774  0.2877  1.7256
H  0.9736  -0.2136  1.8698

=====

# 2
DFT (ωB97M-V/def2-TZVPD) results for a 2-piece molecular cluster, C3H7NO overall.

Summary:
structure (SMILES)	O=C[C@H]1CN1.[H][H]

CARTESIAN COORDINATES (ANGSTROEM)
O  1.9528  0.3688  -0.0252
C  1.2305  -0.1522  -0.8386
C  -0.2498  0.0517  -0.9255
C  -1.1460  -0.1723  0.2504
N  -0.8042  1.1682  -0.1720
H  1.6441  -0.8518  -1.5959
H  -0.6758  -0.1972  -1.8972
H  -0.7222  -0.4795  1.2017
H  -2.1387  -0.5657  0.0356
H  -1.5636  1.6005  -0.6892
H  1.3373  -0.1371  2.0695
H  1.1355  -0.6335  2.5864

=====

Kohn-Sham gap values (in eV) by entry order: 11.1; 10.8.
HOMO level values (in eV) by entry order: -10.40; -9.89.
ΔE to the lowest compared entry with this formula, charge and spin values (in kJ/mol) by entry order: 86.1; 312.9.